C36H36GeIN2O2PS2V as an isolated structure, computed with ωB97M-V/def2-TZVPD.

Positions of all 82 atoms, in Å:
V1 0.5307 -0.7028 -0.0115
O1 4.3293 -2.3713 0.1193
C1 4.4721 -2.7208 1.4307
C2 5.5567 -3.4567 1.8789
C3 5.6773 -3.7487 3.2267
C4 4.7276 -3.3102 4.1458
C5 3.6479 -2.5791 3.7052
C6 3.5009 -2.2842 2.3392
C7 2.3487 -1.5078 1.9389
O2 1.7740 -1.6866 0.7163
N1 1.7609 -0.6411 2.6826
N2 0.6309 -0.1681 2.0240
C8 -0.2310 0.3886 2.8090
S1 0.0013 0.7036 4.4733
C9 -1.6690 1.3747 4.7338
C10 -2.1463 2.0234 3.4458
S2 -1.7812 0.8340 2.1183
H1 5.1046 -2.6735 -0.3713
H2 6.3103 -3.7936 1.1772
H3 6.5253 -4.3266 3.5694
H4 4.8327 -3.5471 5.1946
H5 2.8952 -2.2413 4.4038
H6 -1.5967 2.1127 5.5320
H7 -2.3260 0.5687 5.0557
H8 -1.6245 2.9585 3.2385
H9 -3.2237 2.1853 3.4512
I1 0.4112 3.0810 -2.2874
C11 -1.3119 2.2470 -3.1274
C12 -1.4248 2.0901 -4.4768
C13 -2.6844 1.7488 -5.0130
C14 -3.7758 1.6705 -4.1915
C15 -3.6598 1.8649 -2.7917
C16 -4.8038 1.9125 -1.9573
C17 -4.6814 2.1919 -0.6251
C18 -3.4042 2.3171 -0.0474
C19 -2.2571 2.2163 -0.7992
P1 -0.6061 1.9442 -0.0522
C20 -0.0862 3.2960 0.9934
C21 -0.8594 4.4580 1.0912
C22 -0.4304 5.4961 1.9016
C23 0.7641 5.3815 2.6060
C24 1.5373 4.2313 2.5034
C25 1.1168 3.1850 1.6981
C26 -0.9434 -1.8350 -0.2917
C27 -1.3782 -2.9028 0.5053
C28 -2.7008 -3.2860 0.4159
C29 -3.5726 -2.6154 -0.4500
C30 -3.1328 -1.5653 -1.2442
C31 -1.7998 -1.1771 -1.1844
C32 -2.3818 2.0901 -2.2188
H10 -0.5873 2.2588 -5.1408
H11 -2.7812 1.6114 -6.0810
H12 -4.7581 1.4857 -4.6077
H13 -5.7805 1.7692 -2.4028
H14 -5.5592 2.2928 -0.0019
H15 -3.3462 2.5063 1.0157
H16 -1.7786 4.5572 0.5265
H17 -1.0185 6.4007 1.9766
H18 1.0963 6.2009 3.2296
H19 2.4715 4.1538 3.0428
H20 1.7335 2.2978 1.6102
H21 -0.6967 -3.4139 1.1738
H22 -3.0619 -4.1102 1.0164
H23 -4.6058 -2.9323 -0.5087
H24 -3.8088 -1.0724 -1.9303
H25 -1.4541 -0.3935 -1.8556
C33 1.6859 -3.7546 -1.6150
Ge1 1.5450 -2.1382 -2.6729
C34 3.1956 -1.7024 -3.5997
C35 -0.0095 -2.0948 -3.8435
C36 1.4289 -0.2934 -1.5930
H26 1.9145 -4.5583 -2.3182
H27 0.7576 -4.0107 -1.1078
H28 2.4924 -3.6788 -0.8901
H29 3.4064 -2.5142 -4.2984
H30 4.0269 -1.6222 -2.9011
H31 3.1106 -0.7764 -4.1660
H32 0.2657 -2.6245 -4.7578
H33 -0.2958 -1.0816 -4.1303
H34 -0.8672 -2.6061 -3.4099
H35 0.8646 0.3415 -2.2767
H36 2.4513 0.0713 -1.4667

Summary:
LUMO energy   -9.91 eV
HOMO energy   -0.56720 Ha
Kohn-Sham gap   5.52 eV
Charge   +3

C36H36GeN4O2S6Tc as an isolated structure, computed with ωB97M-V/def2-TZVPD.

Positions of all 86 atoms, in Å:
Tc1 0.0107 -0.2518 0.0991
C1 1.4344 5.0942 -0.0668
C2 0.1563 4.9402 0.7462
N1 -0.9061 4.2738 -0.0033
C3 -1.7719 5.1094 -0.8528
C4 -1.4541 4.9963 -2.3364
C5 -1.1051 2.9548 0.0443
S1 -0.0973 1.9778 1.0717
N2 -2.1719 2.5059 -0.6191
C6 -2.3410 1.2805 -1.0479
O1 -1.4412 0.3664 -1.1466
C7 -3.6904 0.9016 -1.5253
C8 -3.9356 -0.4194 -1.8962
C9 -5.2002 -0.7936 -2.3176
C10 -6.2205 0.1464 -2.3749
C11 -5.9780 1.4649 -2.0096
C12 -4.7169 1.8432 -1.5835
H1 2.2095 5.5610 0.5443
H2 1.2730 5.7205 -0.9448
H3 1.7821 4.1143 -0.3983
H4 -0.2234 5.9178 1.0415
H5 0.3446 4.3823 1.6596
H6 -1.6437 6.1351 -0.5105
H7 -2.8039 4.8179 -0.6656
H8 -0.4334 5.3151 -2.5517
H9 -2.1324 5.6294 -2.9091
H10 -1.5816 3.9703 -2.6784
H11 -3.1326 -1.1429 -1.8473
H12 -5.3917 -1.8200 -2.6012
H13 -7.2080 -0.1492 -2.7042
H14 -6.7745 2.1955 -2.0570
H15 -4.5161 2.8648 -1.2938
O2 -2.4727 -6.0565 2.6904
C13 -2.0924 -5.0325 2.2125
S2 -1.9260 -3.5119 3.1302
C14 -1.2199 -2.6079 1.8172
C15 -1.0817 -3.2142 0.6149
S3 -0.4382 -2.3840 -0.7460
S4 -1.5912 -4.8710 0.5031
S5 -0.6565 -0.9909 2.0175
C16 4.8679 3.5550 -1.4278
N3 3.9529 2.4658 -1.7411
C17 3.2774 1.7869 -0.8299
N4 3.4079 2.0334 0.4534
S6 2.2036 0.5380 -1.4167
H16 5.1120 4.0768 -2.3479
H17 5.7904 3.1815 -0.9792
H18 4.3860 4.2651 -0.7549
H19 3.9066 2.1286 -2.6903
H20 4.1310 2.6382 0.8100
H21 2.8523 1.5179 1.1277
C18 1.8443 -0.3697 0.0599
Ge1 3.2246 -1.5638 0.8718
C19 4.5462 -1.6102 -0.5602
C20 4.2516 -2.2847 -1.7472
C21 5.1035 -2.2099 -2.8392
C22 6.2643 -1.4490 -2.7652
C23 6.5639 -0.7622 -1.5973
C24 5.7074 -0.8405 -0.5045
C25 2.5113 -3.2786 1.4128
C26 2.6536 -4.4224 0.6277
C27 2.2069 -5.6530 1.0877
C28 1.6275 -5.7577 2.3445
C29 1.4999 -4.6296 3.1435
C30 1.9392 -3.3970 2.6793
C31 3.8235 -0.5922 2.4602
C32 5.1169 -0.7014 2.9688
C33 5.4891 -0.0138 4.1175
C34 4.5699 0.7862 4.7828
C35 3.2704 0.8878 4.3032
C36 2.9024 0.2009 3.1529
H22 3.3366 -2.8611 -1.8362
H23 4.8614 -2.7442 -3.7488
H24 6.9343 -1.3976 -3.6136
H25 7.4723 -0.1759 -1.5305
H26 5.9572 -0.2932 0.3982
H27 3.1231 -4.3700 -0.3464
H28 2.3170 -6.5313 0.4647
H29 1.2825 -6.7184 2.7052
H30 1.0655 -4.7091 4.1316
H31 1.8456 -2.5298 3.3227
H32 5.8456 -1.3404 2.4820
H33 6.4973 -0.1119 4.4995
H34 4.8612 1.3161 5.6804
H35 2.5397 1.4883 4.8306
H36 1.8769 0.2777 2.8008

Summary:
LUMO energy   -3.53 eV
HOMO energy   -0.36053 Ha
Kohn-Sham gap   6.28 eV
Charge   +1

C36H37Br2IN6O4Ti as an isolated structure, computed with ωB97M-V/def2-TZVPD.

Positions of all 87 atoms, in Å:
Ti1 -0.0941 -0.8161 -0.2522
Br1 -0.9539 -3.2699 -0.9416
C1 0.9118 -3.6821 -1.0567
C2 1.3040 -4.6804 -1.9277
C3 2.6423 -5.0394 -1.9595
C4 3.5433 -4.4139 -1.1054
C5 3.1352 -3.4061 -0.2466
C6 4.0600 -2.8208 0.7172
C7 3.6486 -1.9674 1.6502
C8 2.2446 -1.4276 1.7309
C9 1.3508 -1.8304 0.5668
C10 1.7861 -2.9650 -0.2287
H1 0.5744 -5.1631 -2.5626
H2 2.9777 -5.8166 -2.6327
H3 4.5830 -4.7191 -1.0986
H4 5.0905 -3.1562 0.6939
H5 4.3449 -1.6090 2.4016
H6 2.3573 -0.3372 1.6559
C11 -5.8380 0.1675 -0.7970
C12 -5.0317 -1.0695 -0.4526
N1 -3.6341 -0.8922 -0.8158
C13 -3.0879 0.1915 -1.4266
N2 -1.7876 0.3363 -1.4003
C14 -1.2257 1.3616 -2.2802
C15 -2.1268 2.5723 -2.4274
C16 -3.4802 2.1031 -2.9150
N3 -3.9616 1.0436 -2.0470
C17 -5.3661 0.6861 -2.1425
H7 -5.6772 0.9463 -0.0482
H8 -6.9020 -0.0672 -0.8173
H9 -5.4325 -1.9345 -0.9893
H10 -5.0852 -1.2880 0.6161
H11 -2.9782 -1.3627 -0.2093
H12 -1.0338 0.9285 -3.2694
H13 -0.2567 1.6653 -1.8850
H14 -1.6992 3.2900 -3.1288
H15 -2.2429 3.0735 -1.4615
H16 -3.4064 1.7505 -3.9518
H17 -4.2153 2.9105 -2.8963
H18 -5.5332 -0.0625 -2.9282
H19 -5.9126 1.5858 -2.4267
Br2 1.0656 -4.3770 2.5944
C18 1.1733 -2.8102 3.6513
C19 0.6879 -2.8947 4.9471
C20 0.7433 -1.7936 5.7835
C21 1.2950 -0.6111 5.3182
C22 1.7582 -0.5409 4.0159
C23 1.6985 -1.6251 3.1419
I1 -1.7325 -0.9425 2.1019
H20 0.2652 -3.8279 5.2929
H21 0.3596 -1.8653 6.7929
H22 1.3608 0.2547 5.9659
H23 2.1823 0.3878 3.6481
N4 0.5302 1.0942 0.3855
C24 0.0681 1.8520 1.1394
N5 -0.4248 2.7183 1.9613
C25 -0.3605 2.5081 3.4252
C26 -1.5975 3.1228 4.0708
C27 -2.8420 2.7725 3.2614
C28 -2.7888 3.3845 1.8479
C29 -1.3566 3.7390 1.4548
H24 0.5620 2.9523 3.8072
H25 -0.3418 1.4329 3.5978
H26 -1.4841 4.2058 4.1676
H27 -1.6741 2.7270 5.0843
H28 -3.7396 3.1032 3.7835
H29 -2.8989 1.6850 3.1784
H30 -3.3904 4.2942 1.7892
H31 -3.1964 2.6758 1.1237
H32 -1.0467 4.6970 1.8753
H33 -1.2277 3.8002 0.3755
O1 0.5905 -1.4001 -4.1266
C30 1.1245 -0.8737 -3.1741
O2 0.6355 -0.8576 -1.9708
C31 2.4583 -0.1733 -3.2965
C32 2.9633 0.0834 -4.5679
C33 4.1853 0.7161 -4.7187
C34 4.8777 1.0652 -3.5717
C35 4.4102 0.8127 -2.2953
C36 3.1810 0.1862 -2.1634
N6 6.1860 1.7463 -3.7184
O3 6.6008 1.9390 -4.8401
O4 6.7830 2.0484 -2.7076
H34 2.3843 -0.2263 -5.4273
H35 4.6031 0.9355 -5.6890
H36 4.9976 1.0966 -1.4363
H37 2.7795 -0.0331 -1.1835

Summary:
LUMO energy (alpha / beta)   -0.28 / -0.28 eV
HOMO energy (alpha / beta)   -0.24308 / -0.24283 Ha
Kohn-Sham gap (alpha / beta)   6.34 / 6.33 eV

ΔE to the lowest compared entry with this formula, charge and spin for every record listed, in sequence, given in kcal/mol: 15.7; 0.0; 0.0.
Max |F| for every record listed, in sequence, given in eV Å⁻¹: 0.863; 0.644; 0.751.
E for every record listed, in sequence, given in eV: -166227.479; -171694.440; -226364.443.